No. 1
The following is a quantum chemistry calculation of a cluster of 5 separate species, C3H13NO4 in total, from the OMol25 dataset.

Summary:
- net charge = 0
- relative energy (zero: lowest compared OMol25 entry of this formula, charge and spin) (kcal per mole) = 62.3
- orbital gap (Eh) = 0.371
- E_HOMO (eV) = -9.492
- SMILES string = C=CN=C.O.O.O.O
- DFT total energy (eV) = -13000.466
- molecular weight (Da) = 127.14
- 2S+1 = 1
- F_max (eV/Å) = 1.96

Last column: Löwdin charge in e.
CARTESIAN COORDINATES (ANGSTROEM)
C: 1.51763 -1.72808 -0.51372  0.0108
C: 0.58836 -0.81129 -0.77688  -0.2697
N: 0.76117 0.51607 -1.26711  0.0132
C: 1.10127 0.57958 -2.48878  -0.0331
H: 2.57365 -1.65264 -0.72835  0.0538
H: 1.26552 -2.51017 0.19067  0.0522
H: -0.41503 -0.98486 -0.35086  0.0670
H: 1.38899 1.55207 -2.88965  0.0670
H: 1.13579 -0.21374 -3.22560  0.0809
O: 1.17354 0.59911 2.55262  -0.0511
H: 0.78227 0.00837 1.88663  0.0237
H: 1.19779 0.10265 3.37015  0.0519
O: -0.32026 2.37905 1.20450  -0.0587
H: 0.55504 2.00515 1.40240  0.0223
H: -0.19251 2.79164 0.34277  0.0587
O: -2.88353 -0.94134 -1.17500  -0.0880
H: -2.24599 -0.56769 -0.53806  -0.0282
H: -3.21081 -1.81239 -0.92396  0.0321
O: -1.56844 -0.02690 1.05633  -0.1036
H: -2.07277 -0.14943 1.87956  0.0803
H: -1.13169 0.86484 0.99234  0.0184

Force components x, y, z for each atom (eV/Å):
0.20 0.42 0.41
-1.00 0.10 1.20
0.68 -1.55 -1.00
0.14 1.37 0.00
0.05 0.31 -0.25
-0.24 -0.37 -0.45
0.84 0.08 -0.47
-0.23 0.08 0.05
0.01 -0.62 0.30
0.07 -0.19 -0.49
0.12 -0.04 0.33
0.00 -0.10 0.15
0.31 0.10 -0.40
-0.22 0.17 0.36
-0.15 0.02 -0.06
-0.13 0.22 -0.78
-0.77 -0.65 0.29
0.46 0.35 0.36
0.07 -0.12 0.30
0.42 0.63 -0.56
-0.62 -0.23 0.71

---

No. 2
The following is a quantum chemistry calculation of a structure of composition C30H69InNO10P2, from the OMol25 dataset.

Summary:
- net charge = -1
- orbital gap (Eh) = 0.213
- E_HOMO (eV) = -4.803
- DFT total energy (eV) = -77944.933
- molecular weight (Da) = 780.64
- 2S+1 = 1
- F_max (eV/Å) = 7.40

Last column: Löwdin charge in e.
CARTESIAN COORDINATES (ANGSTROEM)
C: 4.79971 -4.09190 3.43817  -0.1160
C: 3.65807 -3.82618 2.41381  -0.2663
C: 3.33786 -2.32191 2.25224  -0.2068
C: 4.60931 -1.52114 1.88478  -0.2195
C: 4.36355 -0.16407 1.18381  -0.2051
C: 4.17673 -0.20847 -0.35322  -0.2073
C: 2.96698 -1.03963 -0.84371  -0.2154
C: 3.27935 -2.53304 -1.12950  -0.1952
C: 1.94084 -3.26025 -1.47968  -0.1786
C: 1.76519 -4.65329 -0.78844  -0.1898
C: 0.38458 -4.72289 -0.06555  -0.2084
C: -0.76792 -5.00893 -1.06276  -0.2038
C: -1.56253 -3.72795 -1.47693  -0.2063
C: -2.41399 -3.27620 -0.26090  -0.3385
C: -3.56882 -2.30082 -0.62211  -0.2897
In: -4.30062 -1.41739 1.32441  0.7056
C: -4.68612 -2.91986 2.94179  -0.3092
C: -3.69522 -4.11184 3.00587  -0.3653
C: -2.20451 -3.70289 3.18117  -0.1316
O: -6.17645 -0.40983 0.95793  -0.3256
N: -5.93982 0.89507 1.08296  -0.2408
O: -5.45415 1.33723 0.07216  -0.1014
H: 4.45211 -3.92155 4.46375  0.0715
H: 5.07023 -5.15324 3.32719  0.0666
H: 5.70765 -3.52275 3.21346  0.0577
H: 3.99213 -4.28965 1.47469  0.0792
H: 2.77419 -4.38328 2.75825  0.1061
H: 2.50355 -2.18420 1.55575  0.0920
H: 2.96988 -1.99645 3.23956  0.1159
H: 5.32866 -2.14177 1.32676  0.1119
H: 5.11338 -1.29087 2.83770  0.1021
H: 3.55469 0.40992 1.65878  0.1154
H: 5.27810 0.43187 1.35575  0.1003
H: 3.97752 0.83106 -0.66502  0.0936
H: 5.07704 -0.52815 -0.89695  0.1108
H: 2.66100 -0.61896 -1.81682  0.1098
H: 2.08545 -0.94552 -0.19359  0.1062
H: 3.91888 -2.53676 -2.02702  0.1040
H: 3.84509 -3.01525 -0.32599  0.0767
H: 1.90240 -3.39239 -2.56751  0.1095
H: 1.12613 -2.61732 -1.13277  0.0810
H: 1.72582 -5.40517 -1.59120  0.0936
H: 2.60087 -4.91320 -0.13006  0.0782
H: 0.23677 -3.78045 0.47890  0.0964
H: 0.43087 -5.55568 0.65355  0.1021
H: -0.43380 -5.57002 -1.94809  0.0980
H: -1.51633 -5.64678 -0.56546  0.0970
H: -2.20651 -3.95998 -2.33666  0.1059
H: -0.89400 -2.89582 -1.73345  0.0945
H: -1.79333 -2.75678 0.48262  0.0761
H: -2.88808 -4.17978 0.15177  0.0865
H: -3.15018 -1.50822 -1.26806  0.0296
H: -4.36905 -2.77777 -1.20769  0.0240
H: -3.12123 -0.16060 1.79599  -0.0806
H: -5.68638 -3.34138 2.75766  0.0219
H: -4.63138 -2.40790 3.91453  0.0269
H: -3.84763 -4.81940 2.17742  0.0802
H: -3.95877 -4.69095 3.91255  0.0799
H: -1.83150 -4.13160 4.12366  0.0590
H: -2.04906 -2.61720 3.15473  0.0549
H: -1.57337 -4.15856 2.40249  0.0428
O: 3.54112 0.72900 -5.64557  -0.2158
P: 4.84394 0.99360 -6.33133  0.5849
O: 5.86468 -0.06066 -5.60675  -0.2062
C: 5.75721 -1.44470 -5.93258  -0.2863
C: 6.19618 -1.74411 -7.35597  -0.0842
O: 5.28792 2.38726 -5.58265  -0.2165
C: 4.33617 3.13992 -4.83087  -0.2960
C: 4.31015 2.71013 -3.37543  -0.0752
O: 5.93458 1.33931 -7.54692  -0.2027
C: 5.37945 1.80326 -8.79245  -0.2811
C: 4.58040 3.08394 -8.63668  -0.0812
H: 4.72965 -1.78337 -5.76788  0.1126
H: 6.39780 -1.98120 -5.23259  0.1178
H: 5.51155 -1.29586 -8.08165  0.0621
H: 6.21514 -2.82030 -7.53390  0.0777
H: 7.18777 -1.33457 -7.54932  0.0818
H: 3.34499 3.06469 -5.27943  0.1010
H: 4.62630 4.19065 -4.89521  0.1141
H: 4.33831 1.62642 -3.26513  0.0645
H: 3.41730 3.08764 -2.87436  0.0814
H: 5.18610 3.09690 -2.85052  0.0757
H: 4.75329 1.01448 -9.22025  0.1106
H: 6.21585 1.96521 -9.47213  0.1186
H: 3.69689 2.93009 -8.00963  0.0719
H: 4.24085 3.44275 -9.60918  0.0806
H: 5.18263 3.85898 -8.16289  0.0859
O: -7.04110 6.61440 3.94598  -0.2343
P: -6.36085 5.42148 4.54370  0.5858
O: -7.01804 5.34006 6.04483  -0.2121
C: -8.35834 4.87532 6.17171  -0.2953
C: -8.49539 3.39627 5.85055  -0.0825
O: -4.89604 6.08097 4.90985  -0.2164
C: -4.50008 7.32368 4.34302  -0.3053
C: -4.91093 8.49600 5.21830  -0.0803
O: -5.68550 3.91457 4.66686  -0.1974
C: -5.43773 3.21461 3.41828  -0.2691
C: -4.49671 3.96915 2.50318  -0.0753
H: -9.01733 5.47053 5.53089  0.1087
H: -8.65456 5.05329 7.20636  0.1131
H: -8.29728 3.20218 4.79355  0.0665
H: -9.50543 3.04680 6.07157  0.0756
H: -7.78199 2.80753 6.42670  0.0832
H: -4.89758 7.42988 3.33295  0.0998
H: -3.41218 7.30620 4.24823  0.1139
H: -5.92541 8.38670 5.59982  0.0708
H: -4.84575 9.43491 4.66461  0.0726
H: -4.25570 8.56651 6.08931  0.0704
H: -6.38989 3.03476 2.91645  0.1021
H: -5.01076 2.24590 3.67116  0.1194
H: -4.93254 4.92176 2.17873  0.0705
H: -4.28201 3.37759 1.61279  0.0726
H: -3.56084 4.19817 3.01448  0.0841

Force components x, y, z for each atom (eV/Å):
-0.50 -0.54 -0.58
0.55 0.07 0.49
0.28 -0.75 0.31
-0.49 0.51 0.49
1.09 -0.23 -0.47
-1.13 0.34 0.32
0.62 -0.18 -0.56
-0.65 0.60 -0.59
1.07 -0.57 0.74
-0.94 0.38 -0.68
0.81 -0.83 -0.54
-0.59 0.78 0.11
0.24 -0.44 0.97
-1.09 0.36 -1.10
0.23 0.24 0.22
0.88 -0.64 -0.28
0.36 -0.30 -0.61
-0.18 0.21 0.73
-0.03 -0.80 -0.23
-0.14 0.64 1.02
-0.19 -1.20 -1.30
0.08 0.97 0.35
0.26 0.11 -0.15
-0.01 0.24 0.33
-0.25 0.05 0.19
-0.26 0.31 0.01
0.11 0.19 -0.23
0.28 0.00 -0.02
0.04 0.18 -0.33
-0.31 0.20 -0.12
-0.03 -0.12 -0.27
-0.01 -0.38 -0.13
-0.30 -0.04 -0.01
0.25 -0.22 0.05
-0.06 -0.04 0.34
-0.08 -0.08 0.28
0.36 0.06 0.06
0.07 -0.13 0.35
-0.28 0.07 -0.02
-0.33 0.24 0.23
0.06 -0.09 -0.37
0.25 -0.05 0.35
-0.17 0.24 -0.02
-0.18 -0.32 0.01
-0.08 0.34 0.01
0.24 0.17 0.24
0.25 0.03 -0.15
0.07 0.17 0.21
-0.11 -0.26 -0.28
0.06 -0.53 -0.05
0.38 0.24 0.33
-0.26 -0.02 0.29
0.26 -0.10 0.16
-0.23 -0.04 0.03
0.08 0.31 0.38
-0.35 -0.06 -0.25
0.18 0.38 -0.01
0.04 -0.01 -0.32
0.01 0.46 -0.11
-0.09 -0.23 0.10
-0.17 0.27 0.09
-0.71 -0.67 -3.46
4.07 1.91 5.88
-0.34 0.20 -0.81
-0.03 -0.31 -0.08
-0.04 0.11 -0.08
-0.22 -0.04 -0.80
-0.25 -0.05 0.39
0.21 0.04 0.21
-2.80 -1.20 -0.97
-0.09 0.23 -0.30
-0.01 0.05 0.18
0.01 0.03 0.04
-0.01 0.15 0.08
0.00 -0.07 -0.01
-0.03 0.01 0.05
0.00 -0.03 0.04
0.03 -0.16 0.02
0.20 -0.07 -0.12
-0.18 -0.02 -0.18
0.01 0.01 -0.02
-0.02 0.03 0.00
0.06 0.01 -0.08
0.10 -0.09 0.15
-0.02 -0.02 -0.05
0.01 -0.05 -0.01
0.03 -0.02 -0.04
-0.86 -2.60 -2.13
3.29 2.82 5.67
0.01 -0.33 -0.67
-0.25 -0.15 0.01
0.06 -0.01 -0.12
-0.11 -0.39 -0.49
-0.13 0.33 0.03
0.11 0.08 0.23
-2.16 0.63 -2.38
0.23 -0.32 -0.49
0.10 0.23 0.07
0.02 0.03 0.02
0.13 0.09 0.00
-0.06 -0.04 0.02
-0.01 0.05 0.00
-0.02 0.03 0.02
-0.13 0.00 0.07
0.00 -0.19 0.09
-0.07 -0.07 -0.23
0.02 -0.01 0.00
0.02 0.01 -0.02
0.04 -0.15 0.03
-0.10 0.06 0.18
-0.03 -0.04 -0.03
-0.11 -0.06 0.04
-0.01 -0.05 0.01

---

No. 3
The following is a quantum chemistry calculation of a structure of composition C16H17IN2O4Ti, from the OMol25 dataset.

Summary:
- net charge = 0
- relative energy (zero: lowest compared OMol25 entry of this formula, charge and spin) (kcal per mole) = 26.6
- orbital gap (alpha / beta) (Eh) = 0.191 / 0.191
- E_HOMO (alpha / beta) (eV) = -5.773 / -5.779
- DFT total energy (eV) = -59254.677
- molecular weight (Da) = 476.09
- 2S+1 = 1
- F_max (eV/Å) = 2.02

Last column: Löwdin charge in e.
CARTESIAN COORDINATES (ANGSTROEM)
Ti: -0.53421 -0.11092 -0.21469  0.9218
O: 1.06174 3.58119 -0.41435  0.1080
C: 0.70594 2.30480 -0.63516  -0.4398
O: -0.22428 1.75384 0.07638  -0.2020
C: 1.31159 1.51656 -1.62093  -0.1901
C: 2.34950 1.76636 -2.55157  0.0018
C: 2.74260 0.73916 -3.37462  -0.0827
C: 2.16439 -0.55035 -3.27479  0.0024
C: 1.16725 -0.74348 -2.34757  -0.1923
N: 0.74042 0.26709 -1.57616  -0.0189
C: 0.48005 -2.02594 -1.93116  -0.5319
O: 0.66965 -3.08689 -2.47182  0.1117
O: -0.28393 -1.81079 -0.87674  -0.1368
H: 0.49360 3.93710 0.27674  0.1163
H: 2.80995 2.74325 -2.59054  0.1155
H: 3.52658 0.91117 -4.10025  0.0973
H: 2.49112 -1.37917 -3.88577  0.1160
I: -0.48473 1.42749 3.24418  1.0224
C: 0.75453 -0.21338 2.74573  -0.7064
C: 1.34944 -0.91273 3.77535  -0.1268
C: 2.22142 -1.94172 3.45008  -0.0388
C: 2.49031 -2.17540 2.10956  -0.0300
C: 1.85435 -1.41518 1.15372  -0.0819
N: 0.95141 -0.45599 1.44538  -0.0387
H: 1.14335 -0.64976 4.80192  0.0942
H: 2.68696 -2.52986 4.22879  0.1162
H: 3.18825 -2.94287 1.80634  0.1173
H: 2.07086 -1.56045 0.10471  0.1177
C: -3.50195 1.54013 0.59430  -0.0964
C: -3.33285 0.13871 -0.00044  -0.4851
C: -2.78707 -0.85477 1.04641  -0.0861
C: -2.35579 0.16267 -1.18671  -0.2104
H: -3.99850 1.51386 1.56844  0.0740
H: -4.10749 2.15209 -0.07577  0.0812
H: -2.53648 2.03155 0.70902  0.0360
H: -4.32822 -0.21460 -0.29709  0.1259
H: -1.72442 -0.63593 1.26761  0.0021
H: -2.83915 -1.87559 0.66765  0.0968
H: -3.34101 -0.79059 1.98217  0.0911
H: -2.48650 1.07410 -1.77860  0.0642
H: -2.55871 -0.68476 -1.84976  0.0651

Force components x, y, z for each atom (eV/Å):
-0.44 0.68 -0.51
0.03 0.33 0.07
1.02 -0.37 -1.32
0.47 0.90 -0.15
-0.51 1.39 1.08
0.29 -0.67 -0.66
0.36 1.44 0.19
-1.29 -1.03 0.90
1.26 -0.69 -1.42
-0.78 -0.03 1.18
0.84 -0.26 -1.01
-0.19 0.06 0.20
0.23 -1.32 -0.31
-0.07 0.00 0.06
0.01 0.00 -0.06
0.00 0.01 0.01
0.02 -0.01 0.01
0.14 -0.38 0.20
-0.23 0.65 -0.23
0.20 -0.15 0.13
-0.16 0.17 -0.16
0.18 -0.11 0.20
-0.06 0.20 -0.17
0.07 -0.67 1.02
-0.04 -0.01 -0.01
0.03 0.00 -0.01
-0.01 0.03 -0.04
-0.09 -0.05 -0.02
-0.10 -0.14 0.00
-0.16 0.08 0.02
-0.41 0.17 -0.55
-0.83 0.14 0.04
-0.01 0.00 -0.02
0.05 0.03 -0.01
0.01 0.05 0.05
0.02 -0.03 0.07
-0.50 -0.34 0.97
0.14 -0.02 0.02
0.27 -0.02 0.16
0.10 -0.01 0.05
0.14 -0.02 0.04